(1)
{
  "formula": "C37H48BFN14O3",
  "method": "the ωB97M-V functional and the def2-TZVPD basis",
  "homo_lumo_gap_ev": 5.89,
  "e_above_lowest_kcal_mol": 0.0,
  "total_charge": 0,
  "elements": ["F", "O", "O", "O", "N", "N", "N", "N", "N", "N", "N", "N", "N", "N", "N", "N", "N", "N", "C", "C", "C", "C", "C", "C", "C", "C", "C", "C", "C", "C", "C", "C", "C", "C", "C", "C", "C", "C", "C", "C", "C", "C", "C", "C", "C", "C", "C", "C", "C", "C", "C", "C", "C", "C", "C", "B", "H", "H", "H", "H", "H", "H", "H", "H", "H", "H", "H", "H", "H", "H", "H", "H", "H", "H", "H", "H", "H", "H", "H", "H", "H", "H", "H", "H", "H", "H", "H", "H", "H", "H", "H", "H", "H", "H", "H", "H", "H", "H", "H", "H", "H", "H", "H", "H"],
  "xyz": [[-0.84, 0.64, 2.13], [-0.77, -2.39, 1.09], [3.87, 3.65, 2.23], [5.30, 0.26, -0.58], [5.11, 2.01, 1.03], [-2.12, -1.86, -3.51], [-7.37, -3.33, -1.44], [7.87, -4.95, 2.97], [2.79, 6.22, 9.90], [-6.66, -5.83, -5.51], [-0.47, 0.60, -3.71], [3.61, -3.82, -0.49], [4.75, 1.71, 12.68], [-5.60, 0.75, -5.41], [-7.01, -6.12, -10.82], [-3.92, -3.04, -8.47], [1.74, 5.11, 4.61], [5.56, 8.94, 3.51], [3.71, 4.09, 12.30], [0.09, 2.71, 4.07], [-2.34, -2.25, -4.57], [-6.54, -3.05, -0.70], [0.45, 0.68, 1.66], [2.37, 6.00, 4.24], [4.38, -3.55, 0.32], [2.17, 4.40, 8.10], [6.52, 9.65, 5.85], [0.89, -0.35, 0.73], [-7.11, -7.26, -10.71], [-2.63, -2.74, -5.93], [3.94, 2.59, 1.67], [8.41, -2.84, 4.44], [1.00, 2.87, 2.99], [-1.51, 1.07, -3.84], [5.38, -3.22, 1.36], [4.30, 2.75, 12.51], [-5.47, -2.69, 0.25], [-6.02, -3.67, -4.16], [2.26, -0.38, 0.18], [4.68, 0.89, 0.21], [-6.06, -0.22, -7.81], [2.71, 1.66, 1.51], [2.52, 5.42, 9.12], [-7.23, -8.73, -10.56], [-4.71, -3.87, -8.41], [-0.24, -1.62, -1.40], [-5.80, 0.33, -6.46], [-2.85, 1.66, -4.01], [-5.73, -4.93, -8.30], [5.98, 9.25, 4.53], [3.18, 7.14, 3.76], [3.20, 0.65, 0.58], [1.38, 1.74, 2.07], [-6.38, -4.89, -4.92], [8.11, -4.03, 3.61], [-0.09, -1.53, 0.20], [-6.92, -3.20, -3.75], [3.62, 6.90, 2.79], [0.76, -1.87, -1.84], [4.32, 4.85, 12.79], [8.95, -2.11, 3.84], [-4.56, -2.42, -0.29], [-1.00, 2.91, 4.01], [-5.52, -2.96, -4.82], [9.03, -3.13, 5.29], [3.66, 4.31, 11.24], [1.45, 3.87, 2.76], [5.02, -2.39, 1.97], [-3.55, -2.29, -6.30], [2.57, -1.16, -0.55], [-1.03, -2.33, -1.71], [-8.01, -8.96, -9.83], [-5.82, -5.24, -7.25], [3.08, 3.98, 7.67], [2.70, 4.13, 12.72], [2.56, 8.02, 3.66], [-3.53, 0.93, -4.44], [-5.44, -5.79, -8.90], [-1.81, -2.48, -6.60], [-5.26, -3.53, 0.91], [-0.46, -0.57, -1.73], [0.52, 2.40, 5.06], [6.54, 10.74, 5.93], [5.70, 1.69, 1.81], [-6.99, 0.18, -8.20], [-3.24, 1.99, -3.04], [-6.69, -4.56, -8.64], [-5.35, -3.93, -3.34], [-1.73, -2.26, 0.98], [-2.74, -3.83, -5.92], [5.90, 9.25, 6.65], [-5.78, -1.84, 0.85], [6.32, -2.93, 0.89], [7.54, 9.27, 5.96], [-5.24, 0.05, -8.48], [3.98, 7.35, 4.47], [-6.28, -9.14, -10.21], [5.56, -4.08, 1.99], [-6.13, -1.31, -7.76], [1.58, 4.85, 7.31], [1.59, 3.60, 8.57], [7.49, -2.40, 4.80], [-2.79, 2.53, -4.67], [-7.49, -9.18, -11.51]]
}

(2)
{
  "formula": "C37H48Br2GeMoN7O3Se",
  "method": "the ωB97M-V functional and the def2-TZVPD basis",
  "homo_lumo_gap_ev": [5.75, 4.45],
  "multiplicity": 3,
  "s2": 2.133,
  "e_above_lowest_kcal_mol": 0.0,
  "total_charge": 3,
  "elements": ["Mo", "Br", "Br", "Se", "Ge", "O", "O", "O", "N", "N", "N", "N", "N", "N", "N", "C", "C", "C", "C", "C", "C", "C", "C", "C", "C", "C", "C", "C", "C", "C", "C", "C", "C", "C", "C", "C", "C", "C", "C", "C", "C", "C", "C", "C", "C", "C", "C", "C", "C", "C", "C", "C", "H", "H", "H", "H", "H", "H", "H", "H", "H", "H", "H", "H", "H", "H", "H", "H", "H", "H", "H", "H", "H", "H", "H", "H", "H", "H", "H", "H", "H", "H", "H", "H", "H", "H", "H", "H", "H", "H", "H", "H", "H", "H", "H", "H", "H", "H", "H", "H"],
  "xyz": [[-0.06, -0.77, 1.05], [0.07, 5.31, 5.92], [-1.05, -0.16, 5.32], [2.68, -0.90, -3.28], [1.72, 1.48, -5.37], [0.19, 0.00, -0.48], [-0.37, 0.44, 2.44], [0.50, 0.51, -1.63], [2.01, -0.31, 1.99], [0.22, 2.81, 1.23], [0.48, -2.33, 2.41], [-4.37, -1.67, 0.97], [-2.13, -1.19, 1.29], [-0.40, -2.81, 0.01], [-3.45, 0.16, -0.11], [-0.45, 2.62, 5.35], [-4.38, 0.14, -1.23], [3.47, 0.99, 3.96], [-0.60, -5.18, 0.41], [-0.31, 1.55, 3.18], [2.67, -0.10, 4.29], [2.83, 0.70, 1.66], [1.15, 3.23, -4.78], [-3.30, -0.88, 0.73], [3.57, 1.36, 2.64], [-0.57, 1.48, 4.52], [0.17, 3.93, 3.40], [2.96, 0.86, -3.77], [1.24, -1.98, 3.47], [1.98, -0.72, 3.28], [0.28, 0.20, -5.49], [0.15, -3.62, 2.20], [0.69, 5.15, 1.40], [0.94, -4.16, 4.39], [-0.91, -2.99, -1.22], [1.44, -2.88, 4.51], [2.97, 1.08, 0.23], [0.51, 3.96, 0.66], [-2.66, 1.38, 0.00], [0.59, 4.01, -0.84], [0.52, 5.14, 2.75], [-0.31, -3.90, 0.82], [-1.18, -4.27, -1.70], [2.92, 1.52, -6.88], [-5.72, -1.12, 1.10], [-1.23, -1.82, -2.10], [0.34, -4.56, 3.20], [3.85, -1.74, -4.57], [-4.21, -3.04, 1.45], [-1.01, -5.37, -0.90], [-0.08, 3.82, 4.79], [0.05, 2.79, 2.58], [3.60, -1.37, -5.56], [0.94, 6.07, 0.88], [2.58, -0.44, 5.31], [-4.17, -3.08, 2.54], [-0.27, 4.56, -1.24], [2.02, 1.45, -0.18], [3.74, 2.21, -6.69], [-3.85, 0.45, -2.13], [-3.34, 2.24, 0.04], [1.98, 3.93, -4.78], [4.02, 1.52, 4.73], [-3.30, -3.48, 1.03], [3.33, 0.54, -7.13], [3.71, -2.81, -4.51], [0.58, 3.00, -1.26], [-2.00, 1.49, -0.87], [3.29, 0.21, -0.35], [0.70, 3.19, -3.79], [3.97, 1.02, -4.12], [-1.70, -1.01, -1.53], [-0.66, 2.53, 6.40], [-1.92, -2.14, -2.87], [0.39, 3.58, -5.48], [3.72, 1.86, 0.12], [-0.35, -1.40, -2.58], [-2.07, 1.38, 0.91], [-0.26, 0.15, -4.55], [-0.41, 0.51, -6.27], [-5.21, 0.83, -1.07], [4.22, 2.17, 2.34], [2.37, 1.89, -7.74], [4.88, -1.47, -4.32], [0.64, 6.04, 3.33], [2.02, -2.59, 5.37], [-6.13, -1.43, 2.07], [-0.50, -6.01, 1.08], [0.65, -0.80, -5.75], [-5.69, -0.04, 1.08], [-4.78, -0.86, -1.38], [1.07, -4.88, 5.19], [0.06, -5.59, 3.05], [-1.23, -6.37, -1.27], [2.69, 1.51, -2.94], [-2.25, -1.82, 2.07], [-5.06, -3.62, 1.11], [-6.38, -1.49, 0.31], [1.48, 4.54, -1.17], [-1.56, -4.37, -2.71]]
}

(3)
{
  "formula": "C37H48FN9O2ScSi",
  "method": "the ωB97M-V functional and the def2-TZVPD basis",
  "homo_lumo_gap_ev": 7.44,
  "e_above_lowest_kcal_mol": 0.5,
  "total_charge": 1,
  "elements": ["Sc", "Si", "F", "O", "O", "N", "N", "N", "N", "N", "N", "N", "N", "N", "C", "C", "C", "C", "C", "C", "C", "C", "C", "C", "C", "C", "C", "C", "C", "C", "C", "C", "C", "C", "C", "C", "C", "C", "C", "C", "C", "C", "C", "C", "C", "C", "C", "C", "C", "C", "C", "H", "H", "H", "H", "H", "H", "H", "H", "H", "H", "H", "H", "H", "H", "H", "H", "H", "H", "H", "H", "H", "H", "H", "H", "H", "H", "H", "H", "H", "H", "H", "H", "H", "H", "H", "H", "H", "H", "H", "H", "H", "H", "H", "H", "H", "H", "H", "H"],
  "xyz": [[0.09, -0.53, -0.12], [-2.56, -2.86, -0.41], [-1.25, 1.17, 0.50], [3.73, -1.37, -5.87], [3.55, 2.32, -5.53], [2.31, 0.42, -5.82], [0.78, -1.40, -2.29], [1.69, 5.97, 5.68], [0.60, 3.13, 2.81], [1.59, 0.83, 1.04], [-1.88, -1.23, -0.47], [-0.01, 1.37, -1.74], [-0.39, -1.14, 2.16], [0.22, -2.10, 2.65], [2.61, -2.67, -0.08], [-3.34, 2.16, -0.03], [2.74, -0.82, -5.44], [0.72, 2.60, -1.36], [-4.93, 0.83, -1.23], [1.31, 3.68, 5.05], [3.22, -4.01, 1.83], [-2.41, -1.75, 3.39], [0.99, 5.42, 3.44], [2.20, 2.49, -1.71], [0.46, -2.69, -2.44], [-2.53, 1.06, -0.07], [-2.91, 0.92, 3.93], [0.81, -3.44, -3.55], [-4.07, -0.26, -1.22], [1.55, -2.85, -4.55], [1.47, -0.83, -3.29], [0.64, 4.44, 2.54], [-2.81, -0.20, -0.60], [-3.53, -1.39, 4.12], [2.13, -3.51, 2.51], [3.16, 1.35, -6.49], [1.31, -2.58, 1.87], [-2.92, -3.47, -2.17], [2.95, 1.37, -0.99], [0.94, 2.79, 4.06], [-4.14, -2.89, 0.62], [1.87, -1.51, -4.43], [3.47, -3.58, 0.53], [-4.59, 2.03, -0.64], [1.49, -2.14, 0.56], [2.86, 1.43, 0.52], [1.34, 5.05, 4.75], [-1.41, -4.06, 0.45], [-1.79, 0.57, 3.19], [-1.55, -0.77, 2.93], [-3.78, -0.05, 4.39], [1.89, -3.82, 3.52], [0.91, 1.73, 4.30], [1.91, 5.70, 6.62], [-2.38, -2.89, -2.92], [-5.28, 2.87, -0.64], [2.93, 2.46, 0.87], [-4.49, -1.90, 0.90], [-1.36, -3.83, 1.52], [-2.20, -2.79, 3.18], [-3.97, -3.45, 1.54], [0.99, 6.46, 3.14], [1.44, 0.76, -5.45], [3.88, -4.73, 2.30], [-3.10, 1.97, 4.15], [0.36, 4.72, 1.53], [4.33, -3.96, 0.00], [-4.38, -1.18, -1.70], [2.61, 0.38, -1.31], [-2.64, -4.52, -2.29], [3.70, 0.89, 0.96], [2.85, -2.38, -1.11], [4.01, 0.79, -6.88], [-1.01, 1.54, -1.66], [0.52, -4.48, -3.59], [1.77, 0.20, -3.16], [1.68, 6.95, 5.46], [4.00, 1.41, -1.29], [2.68, 3.44, -1.46], [1.57, 3.32, 6.03], [-0.38, -4.16, 0.11], [-5.89, 0.72, -1.71], [1.88, -3.41, -5.42], [1.85, 0.17, 1.77], [0.58, 2.77, -0.30], [-0.07, -3.14, -1.63], [-4.21, -2.15, 4.47], [0.30, 3.48, -1.87], [1.08, 1.58, 1.51], [4.14, 2.96, -5.95], [-4.95, -3.39, 0.08], [2.32, 2.38, -2.80], [0.14, 1.20, -2.72], [-1.87, -5.05, 0.36], [2.62, 1.83, -7.31], [-1.12, 1.34, 2.83], [-3.01, 3.07, 0.45], [-4.66, 0.23, 4.96], [-3.98, -3.40, -2.41]]
}